A molecular structure, C6H9NO, computed with ωB97M-V/def2-TZVPD.

The value obtained for the energy above the lowest of the compared OMol25 structures with the same formula, charge and spin is 77.3 kcal per mole. The HOMO energy is -9.121 eV. Its HOMO-LUMO gap is 0.372 Ha. For the LUMO energy, the calculation gives 1.00 eV. The total energy is -9902.2512 eV.

Structure (XYZ):
```
17
C6H9NO, DFT ωB97M-V/def2-TZVPD
C 0.391 -0.171 0.348
C -0.080 -0.794 1.683
C -1.099 -0.030 0.154
C -1.183 0.795 -1.106
C -0.136 0.382 -1.836
C 0.815 -0.578 -1.069
H 0.465 1.602 1.321
H 1.936 0.968 1.019
H -0.391 -1.848 1.659
H 0.534 -0.588 2.563
H -1.532 -1.016 -0.095
H -1.989 1.433 -1.446
H 0.054 0.659 -2.864
H 0.594 -1.644 -1.279
H 1.874 -0.374 -1.281
N 1.016 1.128 0.619
O -1.269 0.074 1.610
```